2 unconnected molecules or ions with the total composition C5H11NO, computed with ωB97M-V with the def2-TZVPD basis set.

```
18
Properties=species:S:1:pos:R:3:forces:R:3:mulliken_charge:R:1
C -3.010369 -0.280458 0.327431 -0.2 -0.1 -0.1 -0.65
N -1.950691 0.156300 1.193151 0.5 -0.1 0.4 -0.34
C -0.991335 -0.273048 1.772427 0.1 0.0 0.1 0.66
O -0.030933 -0.574127 2.385612 -0.7 0.2 -0.4 -0.49
C 1.029455 0.502665 -0.890410 -0.1 0.0 0.0 -0.05
C 1.972966 1.171501 0.107343 0.0 0.0 0.0 -1.12
C 1.216243 -1.012965 -0.937909 0.0 -0.1 0.0 -1.09
H -2.615004 -0.580705 -0.648415 0.0 0.0 0.1 0.26
H -3.709394 0.544689 0.178328 0.1 -0.1 0.0 0.24
H -3.552663 -1.122616 0.768084 0.1 0.1 -0.1 0.33
H -0.008920 0.737776 -0.620664 0.2 0.0 -0.1 0.11
H 1.188314 0.924850 -1.891291 0.0 -0.1 0.1 0.35
H 1.829778 0.757363 1.112002 0.0 0.1 -0.2 0.24
H 1.800810 2.252097 0.159625 0.0 -0.1 0.0 0.31
H 3.020589 1.011028 -0.174704 -0.1 0.0 0.0 0.35
H 2.226908 -1.272529 -1.275231 -0.1 0.0 0.1 0.38
H 1.079511 -1.452864 0.057515 0.0 0.1 -0.2 0.23
H 0.504736 -1.488958 -1.622896 0.1 0.1 0.1 0.29
```
Positions in Å, forces in eV/Å.

As for the spin multiplicity: 1. The value obtained for the energy is -8900.845 eV. The largest force on an atom comes out at 0.8 eV/Å. For the relative energy (zero: lowest compared OMol25 entry of this formula, charge and spin), the calculation gives 82.2 kJ/mol. As for the orbital gap: 11.13 eV. As for the SMILES: CN=C=O.CCC. The LUMO energy comes out at 0.746 eV. As for the HOMO energy: -0.382 hartree.


2 unconnected molecules or ions with the total composition C5H11NO at a distorted geometry, computed with ωB97M-V with the def2-TZVPD basis set.

```
18
Properties=species:S:1:pos:R:3:forces:R:3:mulliken_charge:R:1
N -1.194602 0.036371 -2.742445 -0.7 1.7 -1.5 -0.53
C -0.224822 -0.209176 -1.717651 -1.0 -0.3 -2.8 -0.14
C 0.252592 0.619410 -0.810376 3.1 0.0 0.3 -0.68
C 0.908644 -0.111346 0.261097 -1.0 -3.1 0.3 0.08
C 1.604111 0.267990 1.297147 1.0 1.8 1.2 -0.29
C 1.689183 -0.295237 2.695872 -3.4 -0.2 -0.7 -1.12
H -0.920378 0.590324 -3.612856 -0.1 -1.1 1.8 0.25
H -2.062384 0.472368 -2.384851 1.0 -0.2 -0.1 0.26
H 0.142235 -1.243559 -1.843330 -0.4 0.4 1.1 0.31
H 0.603191 1.659195 -0.877152 -1.6 0.0 -0.1 0.31
H 0.577457 -1.175364 0.312484 0.1 0.6 -0.1 0.28
H 1.964455 1.274052 1.178671 0.2 0.7 0.5 0.26
H 2.251470 0.227918 3.404667 1.3 0.9 0.6 0.36
H 0.609987 -0.171332 3.076042 1.3 -0.1 -0.3 0.23
H 1.826309 -1.342594 2.817135 0.5 -1.0 -0.3 0.35
H -1.286020 -0.145332 0.561718 -1.2 -0.5 -0.2 0.45
H -2.722666 -0.858916 0.316470 0.4 -0.4 -0.4 0.30
O -2.249962 -0.146400 0.736448 0.4 0.9 0.7 -0.70
```
Positions in Å, forces in eV/Å.

As for the spin multiplicity: 1. The value obtained for the energy is -8898.086 eV. The largest force on an atom comes out at 3.5 eV/Å. For the relative energy (zero: lowest compared OMol25 entry of this formula, charge and spin), the calculation gives 348.4 kJ/mol. As for the orbital gap: 9.07 eV. As for the SMILES: C/C=C/C=C/N.O. The LUMO energy comes out at 0.659 eV. As for the HOMO energy: -0.309 hartree.


2 unconnected molecules or ions with the total composition C5H11NO, computed with ωB97M-V with the def2-TZVPD basis set.

```
18
Properties=species:S:1:pos:R:3:forces:R:3:mulliken_charge:R:1
C -1.107621 -1.546967 -0.068467 0.2 -0.3 -0.1 -0.99
C -0.431355 -1.528896 -1.408402 0.0 0.3 0.2 0.21
C -0.169297 -2.610023 -2.118225 -0.2 -0.4 0.1 -0.83
H -1.853192 -0.761956 0.007615 -0.1 0.1 0.0 0.24
H -1.582630 -2.510967 0.112277 -0.1 0.0 0.0 0.37
H -0.377927 -1.400708 0.731031 0.0 0.1 0.0 0.20
H -0.148185 -0.550525 -1.775300 0.1 0.1 -0.1 0.29
H 0.325857 -2.593063 -3.075409 0.1 0.1 -0.1 0.27
H -0.473586 -3.580599 -1.736452 0.1 0.0 -0.1 0.25
O 0.031349 1.920497 -1.153615 0.0 0.0 0.1 -0.46
C 0.576627 2.323272 -0.158832 0.0 0.0 -0.2 -0.05
C 0.198075 1.900469 1.238199 0.2 0.0 0.1 -0.08
N 1.407149 1.699048 2.033492 -0.1 -0.1 0.0 -0.66
H 1.410682 3.046178 -0.231227 0.0 0.0 0.1 0.37
H -0.376389 2.729803 1.660973 0.0 0.0 0.1 0.33
H -0.462522 1.036317 1.173815 -0.1 -0.1 -0.1 0.07
H 1.179506 1.594883 3.013326 0.0 0.1 0.0 0.23
H 1.853461 0.833236 1.755203 0.1 0.0 0.0 0.23
```
Positions in Å, forces in eV/Å.

As for the spin multiplicity: 1. The value obtained for the energy is -8899.646 eV. The largest force on an atom comes out at 0.5 eV/Å. For the relative energy (zero: lowest compared OMol25 entry of this formula, charge and spin), the calculation gives 197.9 kJ/mol. As for the orbital gap: 10.31 eV. As for the SMILES: NCC=O.C=CC. The LUMO energy comes out at 0.776 eV. As for the HOMO energy: -0.350 hartree.


A single C5H11NO molecule, computed with ωB97M-V with the def2-TZVPD basis set.

```
18
Properties=species:S:1:pos:R:3:forces:R:3:mulliken_charge:R:1
C -1.950409 -0.523902 -1.188283 0.0 0.0 0.0 -1.15
C -1.311050 0.264333 -0.040229 0.1 0.1 0.1 -0.64
C 0.224452 0.344173 -0.083962 0.0 0.2 -0.1 0.47
C 0.823166 1.467231 0.778966 0.0 0.0 0.0 -1.42
N 0.782808 -0.944353 0.328230 0.1 0.0 0.0 -0.14
C 2.119002 -1.169594 0.368099 0.1 0.0 -0.1 -0.08
O 2.965154 -0.425583 -0.091834 -0.2 -0.3 0.1 -0.56
H -1.691111 -0.085566 -2.158700 0.0 -0.1 0.2 0.32
H -1.636767 -1.574145 -1.203894 0.0 0.2 0.0 0.30
H -3.042812 -0.511830 -1.104814 0.2 0.0 0.0 0.36
H -1.709624 1.285680 -0.045823 0.1 -0.1 0.0 0.30
H -1.620741 -0.171632 0.922062 0.1 0.1 -0.1 0.35
H 0.534456 0.521368 -1.121972 0.0 -0.1 0.1 0.19
H 0.608599 2.449419 0.342488 -0.1 -0.2 0.1 0.34
H 0.434525 1.433007 1.804504 0.0 0.0 -0.2 0.29
H 1.913966 1.364697 0.819574 -0.4 0.0 0.0 0.44
H 0.182107 -1.610109 0.789126 0.1 0.1 0.0 0.27
H 2.374272 -2.113190 0.886458 0.0 0.0 -0.1 0.36
```
Positions in Å, forces in eV/Å.

As for the spin multiplicity: 1. The value obtained for the energy is -8901.404 eV. The largest force on an atom comes out at 0.4 eV/Å. For the relative energy (zero: lowest compared OMol25 entry of this formula, charge and spin), the calculation gives 28.3 kJ/mol. As for the orbital gap: 10.65 eV. As for the SMILES: CC[C@@H](C)NC=O. The LUMO energy comes out at 0.917 eV. As for the HOMO energy: -0.358 hartree.


2 unconnected molecules or ions with the total composition C5H11NO at a distorted geometry, computed with ωB97M-V with the def2-TZVPD basis set.

```
18
Properties=species:S:1:pos:R:3:forces:R:3:mulliken_charge:R:1
C 0.059585 -1.085625 1.279185 0.7 0.7 -0.5 -1.42
N 1.079577 1.432294 0.344108 -0.3 -1.1 1.0 -0.42
C -0.283180 1.178289 0.434066 -0.8 0.4 -1.4 -0.27
C -0.804921 -0.064536 0.552516 1.1 -0.3 0.8 0.67
C -1.948836 -0.582982 -0.210198 -0.8 0.6 1.8 -0.24
C -2.948576 0.172368 -0.668478 0.7 0.7 -1.1 -0.81
H 0.672857 -0.602042 2.038469 -0.2 0.3 0.2 0.40
H -0.518766 -1.841965 1.802339 0.0 -0.3 -0.4 0.43
H 0.835674 -1.452324 0.597880 -0.3 -0.9 0.0 0.25
H 1.536056 0.685989 -0.171025 0.4 0.6 0.1 0.21
H 1.414600 2.368159 0.234683 0.0 0.0 -0.2 0.23
H -0.922017 2.009800 0.134095 0.1 -0.1 -0.1 0.20
H -2.002295 -1.665107 -0.161588 0.1 -0.1 -0.8 0.29
H -2.881120 1.243839 -0.513435 0.0 0.1 0.1 0.22
H -3.574462 -0.061997 -1.513277 -0.6 -0.7 0.4 0.28
H 3.565513 -0.996223 -2.047937 0.0 0.0 0.0 0.32
H 3.516238 -0.456561 -0.616599 0.0 0.0 -0.2 0.32
O 3.204069 -0.281382 -1.514800 0.0 0.0 0.3 -0.66
```
Positions in Å, forces in eV/Å.

As for the spin multiplicity: 1. The value obtained for the energy is -8898.878 eV. The largest force on an atom comes out at 2.0 eV/Å. For the relative energy (zero: lowest compared OMol25 entry of this formula, charge and spin), the calculation gives 272.1 kJ/mol. As for the orbital gap: 7.79 eV. As for the SMILES: C=C/C(C)=C/N.O. The LUMO energy comes out at 0.629 eV. As for the HOMO energy: -0.263 hartree.


A single C5H11NO molecule, computed with ωB97M-V with the def2-TZVPD basis set.

```
18
Properties=species:S:1:pos:R:3:forces:R:3:mulliken_charge:R:1
C -0.069620 0.175705 2.851421 0.0 0.1 0.2 -0.85
N -0.324963 -0.355347 1.528834 0.0 0.0 -0.1 -0.18
C 0.196238 0.268424 0.438761 0.0 0.1 0.0 0.34
O 0.954654 1.220180 0.559446 -0.2 -0.3 0.0 -0.63
C -0.255971 -0.232909 -0.934162 0.0 0.0 0.0 0.72
C -0.585123 1.000478 -1.777825 0.0 0.1 0.0 -1.44
C 0.831713 -1.076422 -1.608632 0.1 0.0 0.0 -1.40
H 0.938908 -0.061095 3.208499 -0.1 0.0 -0.1 0.27
H -0.806884 -0.223583 3.552701 0.1 0.0 -0.1 0.33
H -0.161604 1.264914 2.811921 0.0 -0.2 0.1 0.28
H -0.864561 -1.198380 1.423017 0.0 0.2 -0.1 0.26
H -1.157424 -0.851175 -0.818169 0.1 0.1 0.0 0.19
H 0.251853 1.701048 -1.721225 -0.1 -0.1 -0.1 0.31
H -1.474211 1.515106 -1.399174 0.1 -0.1 -0.1 0.35
H -0.756658 0.730104 -2.824812 0.0 0.0 0.2 0.40
H 0.534313 -1.301559 -2.639149 0.1 0.0 0.2 0.39
H 1.778766 -0.527645 -1.639193 -0.1 0.0 0.0 0.32
H 1.001403 -2.027306 -1.091423 0.0 0.2 0.0 0.35
```
Positions in Å, forces in eV/Å.

As for the spin multiplicity: 1. The value obtained for the energy is -8901.575 eV. The largest force on an atom comes out at 0.3 eV/Å. For the relative energy (zero: lowest compared OMol25 entry of this formula, charge and spin), the calculation gives 11.8 kJ/mol. As for the orbital gap: 10.52 eV. As for the SMILES: CNC(=O)C(C)C. The LUMO energy comes out at 0.903 eV. As for the HOMO energy: -0.353 hartree.


A single C5H11NO molecule, computed with ωB97M-V with the def2-TZVPD basis set.

```
18
Properties=species:S:1:pos:R:3:forces:R:3:mulliken_charge:R:1
C 1.600822 -1.532518 0.205003 0.1 0.0 0.0 -1.11
C 0.093920 -1.571685 0.415763 0.0 -0.2 0.0 -0.39
N -0.509273 -0.239053 0.442969 0.1 -0.1 0.1 -0.33
C -1.585287 0.048599 -0.495215 -0.3 0.0 -0.1 -0.58
C -0.260722 0.690547 -0.645315 0.1 0.1 -0.1 0.26
C -0.033718 2.115717 -0.168127 0.2 0.0 -0.3 -0.70
O -0.818752 2.396473 0.963045 0.0 -0.1 0.2 -0.55
H 2.037104 -2.514760 0.410485 -0.1 0.1 0.0 0.38
H 2.068691 -0.802546 0.872573 -0.1 -0.1 0.0 0.30
H 1.854307 -1.263677 -0.825790 0.0 0.0 0.2 0.29
H -0.369249 -2.198941 -0.361268 0.1 0.1 0.0 0.21
H -0.131332 -2.043736 1.378846 0.0 0.1 -0.1 0.31
H -1.844400 -0.735450 -1.208236 0.1 0.1 0.1 0.28
H -2.422848 0.619236 -0.102980 0.1 -0.1 0.0 0.23
H 0.363691 0.361418 -1.477294 -0.1 0.0 0.1 0.46
H 1.040164 2.253402 0.046114 -0.2 0.0 0.0 0.24
H -0.310151 2.831321 -0.950348 0.0 -0.1 0.1 0.31
H -0.772967 1.585651 1.499773 -0.1 0.1 0.0 0.37
```
Positions in Å, forces in eV/Å.

As for the spin multiplicity: 1. The value obtained for the energy is -8899.646 eV. The largest force on an atom comes out at 0.4 eV/Å. For the relative energy (zero: lowest compared OMol25 entry of this formula, charge and spin), the calculation gives 197.9 kJ/mol. As for the orbital gap: 10.38 eV. As for the SMILES: CCN1C[C@H]1CO. The LUMO energy comes out at 1.088 eV. As for the HOMO energy: -0.341 hartree.